{"formula": "C38H46BaClF6Ge3N2O4S2", "method": "the ωB97M-V functional and the def2-TZVPD basis", "elements": ["Ba", "C", "C", "C", "C", "C", "H", "H", "H", "H", "H", "C", "C", "C", "N", "C", "C", "H", "H", "H", "H", "H", "C", "Ge", "C", "C", "C", "H", "H", "H", "H", "H", "H", "H", "H", "H", "H", "H", "Cl", "C", "C", "C", "C", "C", "C", "C", "H", "H", "H", "H", "H", "H", "F", "C", "F", "F", "S", "O", "O", "N", "S", "O", "O", "C", "F", "F", "F", "C", "Ge", "C", "C", "Ge", "C", "C", "C", "C", "C", "C", "C", "C", "C", "C", "C", "C", "H", "H", "H", "H", "H", "H", "H", "H", "H", "H", "H", "H", "H", "H", "H", "H", "H", "H", "H"], "coordinates": [[-0.213, 0.000, 0.219], [2.358, -1.483, -1.311], [3.190, -0.510, -0.738], [3.975, -1.141, 0.254], [3.623, -2.504, 0.283], [2.616, -2.728, -0.668], [1.686, -1.312, -2.143], [3.246, 0.533, -1.027], [4.715, -0.658, 0.881], [4.041, -3.248, 0.952], [2.134, -3.672, -0.896], [-5.185, 3.226, 3.472], [-3.877, 3.652, 3.626], [-2.967, 3.382, 2.612], [-3.285, 2.735, 1.494], [-4.549, 2.334, 1.359], [-5.532, 2.553, 2.311], [-5.921, 3.412, 4.246], [-3.557, 4.182, 4.514], [-1.931, 3.699, 2.685], [-4.787, 1.805, 0.442], [-6.539, 2.194, 2.143], [1.420, 5.772, -0.029], [0.840, 4.025, -0.743], [2.472, 3.305, -1.571], [-0.454, 4.487, -2.145], [0.114, 2.818, 0.516], [1.876, 6.392, -0.809], [2.154, 5.626, 0.769], [0.567, 6.310, 0.395], [2.987, 4.045, -2.191], [2.246, 2.432, -2.188], [3.156, 2.967, -0.787], [-0.456, 3.760, -2.959], [-0.236, 5.473, -2.567], [-1.463, 4.494, -1.725], [-0.887, 3.161, 0.808], [0.764, 2.785, 1.409], [-2.124, -7.652, 0.776], [-2.351, -5.988, 0.292], [-1.555, -5.460, -0.717], [-1.735, -4.143, -1.088], [-2.703, -3.336, -0.446], [-2.842, -1.989, -0.865], [-3.498, -3.909, 0.562], [-3.319, -5.229, 0.933], [-0.801, -6.072, -1.193], [-1.122, -3.709, -1.871], [-3.570, -1.325, -0.414], [-2.277, -1.630, -1.711], [-4.242, -3.303, 1.062], [-3.917, -5.670, 1.719], [1.889, -2.948, 2.705], [0.585, -2.810, 2.563], [0.178, -3.230, 1.375], [-0.029, -3.472, 3.539], [0.219, -0.976, 2.740], [1.250, -0.336, 1.926], [0.205, -0.738, 4.154], [-1.262, -0.699, 2.045], [-2.680, -1.105, 2.920], [-2.675, -2.468, 3.363], [-3.762, -0.562, 2.160], [-2.694, -0.109, 4.509], [-3.968, 0.221, 4.739], [-1.985, 0.999, 4.398], [-2.274, -0.836, 5.530], [2.719, 0.439, -4.685], [0.873, 1.084, -4.870], [1.086, 2.997, -5.235], [0.337, 0.381, -6.631], [-0.488, 0.428, -2.981], [-2.186, 1.469, -3.400], [-2.981, 1.908, -2.336], [-4.206, 2.542, -2.531], [-4.679, 2.756, -3.818], [-3.906, 2.344, -4.896], [-2.684, 1.716, -4.684], [-1.065, -1.307, -3.908], [-2.390, -1.684, -4.146], [-2.725, -2.901, -4.734], [-1.732, -3.796, -5.108], [-0.403, -3.454, -4.878], [-0.083, -2.237, -4.291], [3.365, 1.030, -5.342], [2.794, -0.612, -4.976], [3.097, 0.512, -3.664], [1.748, 3.087, -6.103], [1.531, 3.531, -4.394], [0.130, 3.476, -5.461], [1.244, 0.233, -7.226], [-0.307, 1.097, -7.150], [-0.194, -0.570, -6.572], [-2.636, 1.799, -1.310], [-4.782, 2.878, -1.677], [-5.635, 3.241, -3.980], [-4.258, 2.509, -5.910], [-2.111, 1.402, -5.552], [-3.196, -1.008, -3.874], [-3.769, -3.146, -4.900], [-1.988, -4.742, -5.571], [0.392, -4.136, -5.160], [0.967, -2.013, -4.128]], "e_lumo_ev": [3.7533, 3.2336], "homo_lumo_gap_ev": [5.2, 4.7], "total_charge": -2, "relative_energy_kcal_mol": 97.5, "spin_multiplicity": 2}

***

{"formula": "C38H46BrCl3N3O4Ru", "method": "the ωB97M-V functional and the def2-TZVPD basis", "elements": ["Ru", "C", "C", "C", "C", "C", "C", "C", "N", "C", "C", "C", "C", "C", "C", "C", "N", "C", "C", "C", "C", "H", "H", "H", "H", "H", "H", "H", "H", "H", "H", "H", "H", "H", "H", "H", "H", "H", "H", "H", "H", "H", "H", "H", "H", "C", "C", "C", "C", "C", "C", "C", "Br", "C", "O", "C", "C", "C", "C", "C", "C", "H", "H", "H", "H", "H", "H", "H", "H", "H", "H", "H", "H", "H", "H", "H", "H", "H", "H", "H", "H", "Cl", "C", "C", "C", "Cl", "C", "O", "C", "Cl", "C", "H", "H", "O", "N", "O"], "coordinates": [[-0.960, -0.701, -0.546], [1.009, -6.923, 2.401], [-0.212, -6.778, 1.492], [-0.044, -7.722, 0.292], [-1.467, -7.167, 2.287], [-0.377, -5.357, 0.973], [-1.420, -5.039, 0.116], [-1.539, -3.754, -0.363], [-0.696, -2.775, -0.029], [0.319, -3.054, 0.792], [0.495, -4.323, 1.303], [1.237, -1.919, 1.141], [2.382, -2.089, 1.896], [3.182, -0.999, 2.227], [2.771, 0.243, 1.764], [1.631, 0.338, 0.995], [0.890, -0.723, 0.685], [4.463, -1.129, 3.042], [4.711, -2.565, 3.504], [5.644, -0.680, 2.167], [4.363, -0.225, 4.281], [1.082, -7.956, 2.741], [0.929, -6.288, 3.287], [1.935, -6.678, 1.875], [0.105, -8.744, 0.645], [0.821, -7.436, -0.310], [-0.923, -7.714, -0.356], [-1.363, -8.187, 2.661], [-2.367, -7.123, 1.671], [-1.608, -6.502, 3.142], [-2.145, -5.780, -0.190], [-2.324, -3.482, -1.056], [1.320, -4.501, 1.975], [2.653, -3.082, 2.223], [3.327, 1.141, 1.992], [1.283, 1.287, 0.607], [4.830, -3.246, 2.658], [3.899, -2.928, 4.139], [5.631, -2.599, 4.088], [5.720, -1.299, 1.270], [6.577, -0.770, 2.727], [5.536, 0.359, 1.851], [3.493, -0.489, 4.885], [4.281, 0.828, 4.010], [5.257, -0.346, 4.896], [1.482, 6.528, -3.462], [1.241, 5.300, -4.351], [0.256, 5.667, -5.471], [2.571, 4.900, -4.989], [0.649, 4.170, -3.507], [1.231, 2.915, -3.413], [0.635, 1.960, -2.613], [1.424, 0.230, -2.533], [-0.510, 2.177, -1.845], [-0.953, 1.235, -1.023], [-1.142, 3.423, -1.983], [-0.535, 4.370, -2.801], [-2.475, 3.800, -1.307], [-3.085, 2.669, -0.471], [-2.247, 5.005, -0.379], [-3.491, 4.158, -2.403], [1.935, 7.334, -4.046], [2.154, 6.279, -2.637], [0.551, 6.905, -3.035], [0.655, 6.490, -6.071], [-0.710, 5.976, -5.068], [0.088, 4.811, -6.128], [2.966, 5.743, -5.561], [2.450, 4.060, -5.677], [3.313, 4.630, -4.234], [2.134, 2.664, -3.950], [-1.025, 5.332, -2.898], [-2.442, 2.378, 0.360], [-3.276, 1.788, -1.087], [-4.037, 3.016, -0.059], [-1.502, 4.762, 0.383], [-3.181, 5.266, 0.127], [-1.899, 5.885, -0.923], [-3.608, 3.320, -3.095], [-3.191, 5.036, -2.978], [-4.464, 4.369, -1.950], [-7.129, 0.837, 3.396], [-5.515, 0.486, 2.838], [-5.320, 0.012, 1.557], [-4.029, -0.257, 1.148], [-3.729, -0.856, -0.459], [-2.885, -0.066, 1.939], [-1.672, -0.299, 1.529], [-3.158, 0.412, 3.236], [-1.807, 0.671, 4.297], [-4.436, 0.682, 3.684], [-6.155, -0.141, 0.886], [-4.591, 1.046, 4.690], [-2.348, 0.236, -3.345], [-1.965, -0.874, -3.605], [-1.559, -1.562, -2.563]], "e_lumo_ev": [-0.7776, -1.4161], "homo_lumo_gap_ev": [6.7, 6.2], "relative_energy_kcal_mol": 0.0, "spin_multiplicity": 6}

***

{"formula": "C38H46Cl3Ge2NiO3S2", "method": "the ωB97M-V functional and the def2-TZVPD basis", "elements": ["Ni", "C", "C", "Ge", "C", "C", "C", "C", "Ge", "C", "C", "C", "C", "C", "C", "C", "C", "C", "C", "H", "H", "H", "H", "H", "H", "H", "H", "H", "H", "H", "H", "H", "H", "H", "H", "H", "H", "H", "H", "H", "H", "H", "H", "H", "H", "O", "S", "C", "C", "C", "C", "S", "O", "C", "C", "C", "C", "C", "C", "C", "C", "C", "C", "C", "C", "H", "H", "H", "H", "H", "H", "H", "H", "H", "H", "H", "H", "H", "H", "H", "H", "H", "H", "Cl", "C", "C", "C", "Cl", "C", "O", "C", "Cl", "C", "H", "H"], "coordinates": [[-0.100, 0.085, 0.077], [0.232, -0.005, 5.007], [-0.295, 0.245, 3.603], [1.061, -0.343, 2.196], [1.698, -2.230, 2.658], [2.849, -2.278, 3.650], [2.632, 0.860, 2.350], [3.072, 1.604, 1.338], [1.946, 1.506, -0.384], [1.004, 3.290, -0.907], [1.710, 4.329, -1.766], [3.118, 0.626, -1.841], [3.750, 1.522, -2.893], [4.270, 2.432, 1.344], [5.217, 2.353, 2.370], [6.333, 3.165, 2.357], [6.536, 4.064, 1.323], [5.618, 4.139, 0.289], [4.504, 3.325, 0.302], [-0.414, 0.492, 5.730], [1.236, 0.397, 5.122], [0.254, -1.066, 5.241], [-0.473, 1.311, 3.463], [-1.234, -0.286, 3.443], [2.014, -2.727, 1.744], [0.831, -2.768, 3.044], [3.719, -1.762, 3.251], [3.122, -3.317, 3.831], [2.587, -1.828, 4.603], [3.135, 0.839, 3.307], [0.719, 3.749, 0.042], [0.091, 2.987, -1.418], [2.487, 4.849, -1.215], [0.978, 5.075, -2.076], [2.143, 3.896, -2.662], [2.503, -0.125, -2.336], [3.908, 0.106, -1.296], [2.994, 2.026, -3.492], [4.363, 0.913, -3.555], [4.402, 2.263, -2.438], [5.082, 1.654, 3.182], [7.051, 3.098, 3.160], [7.405, 4.701, 1.324], [5.771, 4.831, -0.525], [3.784, 3.378, -0.501], [0.549, -1.893, -0.068], [0.405, -3.369, -0.294], [-0.463, -3.489, -1.924], [-0.005, -2.374, -2.848], [-1.198, -1.629, -3.448], [-0.784, -0.481, -4.353], [-0.092, 0.977, -3.415], [-0.099, 0.582, -1.970], [-1.567, 2.011, -3.615], [-2.665, 1.774, -2.808], [-3.822, 2.506, -3.006], [-3.876, 3.454, -4.017], [-2.772, 3.683, -4.823], [-1.601, 2.973, -4.612], [2.069, -3.810, -0.877], [3.053, -2.838, -0.858], [4.330, -3.145, -1.290], [4.617, -4.429, -1.726], [3.633, -5.406, -1.718], [2.354, -5.104, -1.280], [-1.515, -3.375, -1.658], [-0.285, -4.485, -2.318], [0.648, -2.759, -3.633], [0.566, -1.652, -2.257], [-1.807, -1.253, -2.623], [-1.808, -2.325, -4.030], [-1.629, -0.112, -4.931], [0.007, -0.793, -5.033], [-2.607, 1.011, -2.046], [-4.684, 2.320, -2.385], [-4.787, 4.010, -4.172], [-2.823, 4.408, -5.621], [-0.729, 3.157, -5.221], [2.809, -1.848, -0.500], [5.098, -2.386, -1.285], [5.615, -4.674, -2.056], [3.861, -6.405, -2.057], [1.593, -5.867, -1.250], [-6.485, 2.809, 1.531], [-5.161, 1.776, 1.159], [-3.863, 2.272, 1.202], [-2.827, 1.431, 0.875], [-1.195, 1.972, 0.857], [-2.995, 0.073, 0.487], [-2.012, -0.661, 0.149], [-4.347, -0.381, 0.492], [-4.642, -2.016, 0.057], [-5.399, 0.451, 0.808], [-3.674, 3.296, 1.481], [-6.410, 0.078, 0.776]], "e_lumo_ev": [-3.4986, -4.1987], "homo_lumo_gap_ev": [6.6, 5.8], "total_charge": 1, "relative_energy_kcal_mol": 46.0, "spin_multiplicity": 3}